Computed, not measured: a 7-piece molecular cluster, C36H86NO19S6 overall in a non-equilibrium geometry, with the ωB97M-V functional and the def2-TZVPD basis.

As for the net charge: +1. The LUMO energy comes out at -2.439 eV. The highest occupied orbital energy is -12.0 eV. The calculation puts the max |F| at 0.0398 Eh/bohr.

Bonds (Å) are listed after each position.
Element x y z (Å)
1 C 3.41588 -2.20925 1.63440  C2 1.575, H21 1.110, H22 1.112, H23 1.108
2 C 4.00384 -3.49009 0.93127  C1 1.575, C3 1.571, H24 1.111, H25 1.114
3 C 3.09214 -3.91354 -0.27650  C2 1.571, C4 1.572, H26 1.115, H27 1.110
4 C 3.83990 -3.63957 -1.63161  C3 1.572, C5 1.575, H28 1.116, H29 1.110
5 C 2.86847 -3.05866 -2.72695  C4 1.575, C6 1.562, H30 1.118, H31 1.109
6 C 2.69537 -1.51222 -2.58979  C5 1.562, C7 1.579, H32 1.116, H33 1.107
7 C 1.59849 -1.06684 -1.54475  C6 1.579, C8 1.583, H34 1.117, H35 1.109
8 C 1.54419 0.51369 -1.62029  C7 1.583, C9 1.571, H36 1.107, H37 1.115
9 C 0.67992 1.16155 -0.47940  C8 1.571, C10 1.579, H38 1.108, H39 1.117
10 C -0.84712 1.20551 -0.87730  C9 1.579, C11 1.582, H40 1.110, H41 1.110
11 C -1.73597 1.46377 0.40532  C10 1.582, C12 1.574, H42 1.107, H43 1.110
12 C -2.82993 0.33461 0.47700  C11 1.574, C13 1.578, H44 1.113, H45 1.111
13 C -2.41311 -0.84032 1.44403  C12 1.578, C14 1.561, H46 1.115, H47 1.106
14 C -1.90308 -2.09454 0.66802  C13 1.561, C15 1.571, H48 1.116, H49 1.115
15 C -3.03237 -2.91708 -0.05047  C14 1.571, C16 1.555, N20 1.506, H50 1.106
16 C -4.21303 -3.19645 0.92246  C15 1.555, O17 1.434, H51 1.108, H52 1.121
17 O -5.21994 -4.08784 0.42368  C16 1.434, C18 1.421
18 C -4.93257 -4.59461 -0.87277  O17 1.421, C19 1.560, H53 1.112, H54 1.123
19 C -3.46826 -5.08803 -1.08768  C18 1.560, N20 1.498, H55 1.111, H56 1.108
20 N -2.43577 -4.25809 -0.38758  C15 1.506, C19 1.498, H57 1.022, H58 1.022
21 H 3.45011 -2.31420 2.73918  C1 1.110
22 H 2.34938 -2.07134 1.35111  C1 1.112
23 H 4.01234 -1.33655 1.30306  C1 1.108
24 H 5.05813 -3.32321 0.62444  C2 1.111
25 H 4.04801 -4.30137 1.69370  C2 1.114
26 H 2.88461 -5.00395 -0.17227  C3 1.115
27 H 2.10312 -3.40944 -0.26036  C3 1.110
28 H 4.22574 -4.62445 -1.98709  C4 1.116
29 H 4.73889 -2.99600 -1.53024  C4 1.110
30 H 3.39447 -3.22924 -3.69813  C5 1.118
31 H 1.92103 -3.63018 -2.79801  C5 1.109
32 H 2.34807 -1.12640 -3.57729  C6 1.116
33 H 3.62404 -0.97050 -2.32660  C6 1.107
34 H 0.61436 -1.47801 -1.87750  C7 1.117
35 H 1.85412 -1.38181 -0.51211  C7 1.109
36 H 1.19099 0.79637 -2.63084  C8 1.107
37 H 2.60393 0.83861 -1.49609  C8 1.115
38 H 0.83790 0.72961 0.52816  C9 1.108
39 H 0.98866 2.23338 -0.42006  C9 1.117
40 H -0.99897 2.06519 -1.56246  C10 1.110
41 H -1.07563 0.25162 -1.39621  C10 1.110
42 H -2.20938 2.46213 0.34059  C11 1.107
43 H -1.10375 1.37523 1.31335  C11 1.110
44 H -3.75107 0.79892 0.89453  C12 1.113
45 H -3.00194 -0.10383 -0.52869  C12 1.111
46 H -1.55822 -0.49947 2.07402  C13 1.115
47 H -3.24356 -1.03713 2.14808  C13 1.106
48 H -1.39700 -2.78195 1.38676  C14 1.116
49 H -1.15675 -1.72883 -0.07600  C14 1.115
50 H -3.34457 -2.40953 -0.98213  C15 1.106
51 H -4.72033 -2.27228 1.26296  C16 1.108
52 H -3.78980 -3.66890 1.84661  C16 1.121
53 H -5.58507 -5.48490 -1.00540  C18 1.112
54 H -5.25508 -3.87870 -1.67508  C18 1.123
55 H -3.25959 -5.10567 -2.17866  C19 1.111
56 H -3.34791 -6.13440 -0.74445  C19 1.108
57 H -2.19990 -4.69101 0.50731  N20 1.022
58 H -1.58230 -4.12904 -0.93391  N20 1.022
59 O -0.92793 1.07829 3.10810  S60 1.440
60 S 0.17536 0.43811 3.77605  O59 1.440, O61 1.437, O62 1.608, C65 1.765
61 O 0.13262 -0.95747 4.11714  S60 1.437
62 O 0.54758 1.28356 5.09189  S60 1.608, C63 1.436
63 C -0.49591 1.57100 6.03562  O62 1.436, C64 1.517, H66 1.092, H67 1.090
64 C -0.82186 0.36987 6.90325  C63 1.517, H68 1.091, H69 1.091, H70 1.091
65 C 1.66019 0.76136 2.87847  S60 1.765, H71 1.089, H72 1.089, H73 1.088
66 H -1.38531 1.94130 5.52062  C63 1.092
67 H -0.12636 2.38182 6.66408  C63 1.090
68 H -1.28093 -0.42660 6.31617  C64 1.091
69 H -1.51651 0.64894 7.69653  C64 1.091
70 H 0.08472 -0.03936 7.35136  C64 1.091
71 H 1.71825 1.82709 2.66176  C65 1.089
72 H 1.61934 0.19055 1.95240  C65 1.089
73 H 2.51047 0.43935 3.47559  C65 1.088
74 O 3.19196 4.17724 2.65287  S75 1.440
75 S 3.57130 5.24384 3.54265  O74 1.440, O76 1.435, O77 1.609, C80 1.766
76 O 3.35825 6.62115 3.19929  S75 1.435
77 O 5.11004 5.04433 3.96973  S75 1.609, C78 1.434
78 C 6.09035 4.90883 2.93247  O77 1.434, C79 1.517, H81 1.093, H82 1.090
79 C 6.43947 6.24528 2.30473  C78 1.517, H83 1.091, H84 1.091, H85 1.091
80 C 2.86019 4.94094 5.13056  S75 1.766, H86 1.088, H87 1.089, H88 1.087
81 H 5.75290 4.19307 2.17883  C78 1.093
82 H 6.97889 4.48715 3.40327  C78 1.090
83 H 5.59462 6.65011 1.74633  C79 1.091
84 H 7.27926 6.13694 1.61677  C79 1.091
85 H 6.69990 6.97513 3.07236  C79 1.091
86 H 3.06220 3.91073 5.41544  C80 1.088
87 H 1.78693 5.10672 5.05229  C80 1.089
88 H 3.29195 5.63544 5.84732  C80 1.087
89 O 1.69622 5.40161 -5.77922  S90 1.437
90 S 2.85183 4.68610 -5.31379  O89 1.437, O91 1.437, O92 1.610, C95 1.767
91 O 2.80525 3.27202 -5.06250  S90 1.437
92 O 3.42790 5.42581 -4.00543  S90 1.610, C93 1.433
93 C 2.52759 5.66974 -2.91820  O92 1.433, C94 1.517, H96 1.092, H97 1.090
94 C 2.27501 4.41452 -2.10552  C93 1.517, H98 1.091, H99 1.091, H100 1.091
95 C 4.21726 5.03093 -6.38034  S90 1.767, H101 1.087, H102 1.088, H103 1.088
96 H 1.59217 6.09952 -3.28405  C93 1.092
97 H 3.00188 6.42147 -2.28688  C93 1.090
98 H 1.71709 3.67202 -2.67882  C94 1.091
99 H 1.69878 4.65158 -1.20942  C94 1.091
100 H 3.21797 3.95170 -1.80969  C94 1.091
101 H 4.28339 6.10582 -6.53018  C95 1.087
102 H 4.03072 4.52823 -7.32741  C95 1.088
103 H 5.12554 4.64364 -5.92405  C95 1.088
104 O -2.51149 -7.60926 -2.56794  S105 1.441
105 S -1.35529 -8.07524 -3.29152  O104 1.441, O106 1.436, O107 1.604, C110 1.766
106 O -0.39208 -7.15255 -3.82366  S105 1.436
107 O -1.83919 -9.06073 -4.46062  S105 1.604, C108 1.438
108 C -2.83743 -8.58903 -5.38215  O107 1.438, C109 1.517, H111 1.092, H112 1.090
109 C -2.25272 -7.65022 -6.42006  C108 1.517, H113 1.091, H114 1.091, H115 1.091
110 C -0.51001 -9.28427 -2.31985  S105 1.766, H116 1.088, H117 1.089, H118 1.088
111 H -3.66343 -8.11859 -4.84376  C108 1.092
112 H -3.23757 -9.47314 -5.87838  C108 1.090
113 H -1.92752 -6.71400 -5.96475  C109 1.091
114 H -2.99592 -7.41486 -7.18273  C109 1.091
115 H -1.38070 -8.09957 -6.89795  C109 1.091
116 H -1.23275 -10.01020 -1.95465  C110 1.088
117 H -0.03851 -8.76789 -1.48548  C110 1.089
118 H 0.24607 -9.76309 -2.93776  C110 1.088
119 O 0.37926 6.49636 7.28166  S120 1.439
120 S -0.62367 7.14681 8.08197  O119 1.439, O121 1.436, O122 1.608, C125 1.766
121 O -1.88106 6.51355 8.36275  S120 1.436
122 O -0.89936 8.61166 7.47885  S120 1.608, C123 1.434
123 C -1.23567 8.72222 6.08898  O122 1.434, C124 1.517, H126 1.093, H127 1.090
124 C -2.68073 8.34305 5.82402  C123 1.517, H128 1.091, H129 1.091, H130 1.091
125 C 0.10133 7.67089 9.60518  S120 1.766, H131 1.087, H132 1.088, H133 1.088
126 H -0.55122 8.12531 5.48149  C123 1.093
127 H -1.08006 9.76666 5.81806  C123 1.090
128 H -2.84654 7.27916 5.99807  C124 1.091
129 H -2.95006 8.56290 4.78997  C124 1.091
130 H -3.35060 8.88843 6.49015  C124 1.091
131 H 1.03039 8.19380 9.39105  C125 1.087
132 H 0.29708 6.78108 10.20062  C125 1.088
133 H -0.60156 8.31974 10.12272  C125 1.088
134 O -5.39734 -3.76300 -7.41927  S135 1.435
135 S -4.19093 -3.76465 -6.64190  O134 1.435, O136 1.439, O137 1.611, C140 1.766
136 O -3.91925 -4.80222 -5.68277  S135 1.439
137 O -4.04443 -2.33778 -5.90828  S135 1.611, C138 1.431
138 C -5.14260 -1.87059 -5.11843  O137 1.431, C139 1.516, H141 1.092, H142 1.090
139 C -5.19741 -2.57599 -3.77758  C138 1.516, H143 1.092, H144 1.092, H145 1.093
140 C -2.80118 -3.60552 -7.72048  S135 1.766, H146 1.087, H147 1.089, H148 1.088
141 H -6.08401 -1.98035 -5.66109  C138 1.092
142 H -4.98128 -0.80349 -4.96471  C138 1.090
143 H -5.45120 -3.62971 -3.90716  C139 1.092
144 H -5.95283 -2.12253 -3.13273  C139 1.092
145 H -4.22736 -2.53443 -3.27516  C139 1.093
146 H -2.98528 -2.78679 -8.41186  C140 1.087
147 H -2.69700 -4.54284 -8.26403  C140 1.089
148 H -1.91152 -3.41926 -7.12265  C140 1.088